{"formula": "C26H36IMnN4O", "method": "wB97M-V/def2-TZVPD", "symbols": ["I", "Mn", "O", "N", "N", "N", "N", "C", "C", "C", "C", "C", "C", "C", "C", "C", "C", "C", "C", "C", "C", "C", "C", "C", "C", "C", "C", "C", "C", "C", "C", "C", "C", "H", "H", "H", "H", "H", "H", "H", "H", "H", "H", "H", "H", "H", "H", "H", "H", "H", "H", "H", "H", "H", "H", "H", "H", "H", "H", "H", "H", "H", "H", "H", "H", "H", "H", "H", "H"], "positions_angstrom": [[-3.412590, 1.599660, 0.513240], [-0.128181, -0.280046, 0.287275], [1.046391, -2.062783, 0.272627], [2.523018, 0.062043, -0.563262], [-0.378034, 0.476919, -1.829760], [-0.227656, 0.790474, 2.288017], [0.791156, 2.274305, 0.007852], [2.371850, -6.640960, 0.577906], [-0.686600, 1.909299, -2.009715], [2.324169, -5.340860, 1.049066], [-4.022135, -0.286315, -0.180497], [-5.828823, -1.561572, -1.107436], [-1.977974, -1.417098, 0.772849], [-1.599311, -2.601296, 1.379869], [-3.299086, -1.450303, 0.207044], [1.564632, -3.029860, 0.828075], [1.792375, -8.425193, -1.099240], [0.330311, 2.143069, 2.447137], [2.954614, 1.426012, -0.861830], [-2.341406, -3.807520, 1.340857], [0.167419, 2.934314, 1.158614], [1.054223, -6.040230, -1.332021], [1.625106, -4.369572, 0.296309], [0.307807, 2.809431, -1.275612], [0.974917, -4.725535, -0.912464], [2.252299, 2.383992, 0.076824], [-3.487241, -3.860932, 0.610846], [-5.242318, -2.706568, -0.658931], [-5.230250, -0.318277, -0.816342], [-4.005773, -2.673670, 0.032037], [1.744700, -7.009009, -0.607130], [0.184825, -3.755880, -1.747300], [3.025503, -5.024260, 2.348270], [-5.727130, -3.664760, -0.802428], [-1.693009, 2.064824, -1.632616], [2.886610, -0.226200, 0.339346], [2.573201, 2.160728, 1.095227], [-0.686032, 2.186966, -3.066653], [2.150017, -8.463897, -2.128766], [4.034686, 1.578330, -0.770656], [1.380766, 2.048306, 2.719233], [0.558273, -6.325984, -2.252527], [-0.161285, 3.788242, -1.131581], [-0.220519, -4.269118, -2.617573], [3.806488, -4.273409, 2.219902], [0.018189, 0.203025, 3.077861], [-0.154599, 2.693631, 3.257076], [2.015169, -2.878419, 1.818122], [2.441880, -9.043557, -0.483342], [-6.776345, -1.589185, -1.628398], [0.564822, 3.949305, 1.303306], [3.498467, -5.922348, 2.738789], [-0.640311, -3.326250, -1.176560], [-1.246671, 0.822183, 2.282423], [-1.966675, -4.691617, 1.843254], [-5.747310, 0.599121, -1.061475], [-4.042323, -4.784169, 0.497112], [2.698229, 1.644942, -1.900446], [-0.650189, -2.655932, 1.907429], [2.907418, -7.390683, 1.147615], [0.807093, -2.927805, -2.089719], [2.333142, -4.664616, 3.111107], [2.577655, 3.412397, -0.136483], [0.511170, 0.248612, -2.266922], [-0.897396, 3.034050, 0.946594], [1.167063, 2.989142, -1.922422], [-1.085337, -0.072766, -2.309051], [0.792611, -8.863035, -1.088215], [2.896047, -0.599930, -1.234232]], "atomic_forces_ev_per_a": [[0.00, 0.01, 0.04], [-0.29, 0.50, -0.07], [0.24, -0.02, 0.02], [0.01, -0.02, 0.06], [0.04, -0.14, -0.06], [0.09, -0.07, 0.04], [-0.02, -0.04, 0.01], [0.00, -0.01, 0.00], [-0.01, -0.02, 0.04], [0.00, -0.03, 0.00], [-0.04, -0.01, -0.04], [0.01, 0.02, 0.01], [0.16, -0.26, 0.12], [-0.07, -0.06, 0.05], [0.05, 0.15, -0.09], [-0.04, -0.08, -0.13], [-0.01, 0.01, 0.00], [-0.03, 0.01, 0.00], [0.03, -0.06, -0.04], [0.03, 0.05, -0.03], [0.01, 0.06, -0.02], [0.00, 0.00, 0.00], [-0.01, 0.01, 0.05], [-0.04, 0.04, -0.01], [-0.01, 0.00, 0.02], [-0.02, 0.10, 0.02], [-0.02, 0.04, -0.02], [0.01, 0.01, -0.01], [0.01, -0.05, -0.02], [-0.01, -0.09, 0.03], [0.00, -0.02, -0.01], [0.02, 0.00, -0.01], [0.00, 0.00, -0.02], [0.00, 0.00, 0.00], [0.01, 0.00, 0.01], [0.01, -0.01, -0.01], [0.00, -0.02, 0.01], [-0.01, 0.02, 0.00], [0.00, 0.00, 0.00], [0.00, -0.01, 0.00], [0.01, 0.00, 0.01], [0.00, 0.00, 0.00], [0.02, 0.01, -0.01], [0.00, 0.00, 0.00], [0.00, 0.00, 0.00], [0.01, 0.02, 0.01], [-0.02, 0.00, -0.01], [0.00, 0.00, 0.01], [0.00, 0.00, 0.00], [0.00, 0.00, 0.00], [0.01, -0.01, 0.00], [0.00, 0.00, 0.00], [-0.01, 0.01, 0.02], [-0.01, -0.01, -0.01], [0.00, 0.01, 0.01], [-0.01, 0.00, 0.00], [-0.01, 0.00, 0.00], [0.02, -0.02, 0.01], [-0.05, 0.00, 0.00], [0.00, 0.00, 0.00], [0.00, 0.00, 0.00], [0.00, 0.00, -0.01], [0.00, 0.00, 0.02], [-0.03, 0.02, -0.03], [0.01, 0.01, -0.01], [-0.02, -0.02, 0.00], [-0.02, -0.02, 0.02], [0.00, 0.00, 0.00], [-0.02, -0.01, 0.00]], "homo_energy_ev": [-9.82, -9.91], "total_charge": 1, "multiplicity": 6, "homo_lumo_gap_ev": [6.87, 6.89]}

=====

{"formula": "C23H37N6O", "method": "wB97M-V/def2-TZVPD", "symbols": ["O", "N", "N", "N", "N", "N", "N", "C", "C", "C", "C", "C", "C", "C", "C", "C", "C", "C", "C", "C", "C", "C", "C", "C", "C", "C", "C", "C", "C", "C", "H", "H", "H", "H", "H", "H", "H", "H", "H", "H", "H", "H", "H", "H", "H", "H", "H", "H", "H", "H", "H", "H", "H", "H", "H", "H", "H", "H", "H", "H", "H", "H", "H", "H", "H", "H", "H"], "positions_angstrom": [[-4.664995, 0.088822, -0.143748], [-1.507339, 3.004350, -0.120773], [-0.939969, 1.858552, -0.458053], [0.193286, -0.790409, 0.150672], [-2.537620, 1.513991, 0.951168], [2.954349, -0.147088, 0.318654], [-2.447158, 2.821887, 0.700226], [4.376974, -0.032069, 0.368661], [2.410076, -0.667572, -0.913074], [5.152910, -0.972798, 1.032581], [-4.887156, 0.810820, 1.060862], [-5.545749, 2.139968, 0.675077], [7.035563, 2.327356, -0.937378], [-5.179990, 0.827504, -1.251739], [7.125235, 0.227900, 0.413592], [-1.577098, 0.912343, 0.200773], [2.284434, -0.730438, 1.450673], [6.363176, 1.179896, -0.250481], [-3.550103, 0.983180, 1.814360], [-3.695444, -3.422201, 0.157729], [0.821444, -0.290626, 1.398539], [-2.190550, -3.519579, -0.065631], [0.940704, -0.267483, -1.024588], [-1.708939, -2.675544, -1.249434], [6.527679, -0.835400, 1.062274], [-1.287205, -0.545007, 0.129046], [-6.193587, 1.803551, -0.666330], [4.132277, 2.111766, -0.930220], [-1.955659, -1.171872, -1.101283], [4.970422, 1.063706, -0.262213], [-2.249695, -3.001801, -2.138846], [2.740690, -0.357976, 2.368520], [-1.635538, -0.647882, -2.002578], [-6.261303, 2.468140, 1.423564], [2.499537, -1.770071, -0.969377], [-4.786971, 2.914533, 0.546886], [-3.027560, -0.998947, -0.995166], [-3.217474, 0.019326, 2.205238], [8.114686, 2.205446, -0.916810], [0.272471, -0.675872, 2.260342], [0.513111, -0.680776, -1.936602], [0.306619, -1.812404, 0.134556], [2.957997, -0.245038, -1.754393], [-6.339535, 2.674574, -1.298149], [0.774835, 0.799472, 1.388812], [-4.357671, 1.365237, -1.743984], [-3.993255, -4.073760, 0.974761], [6.713109, 2.401618, -1.974437], [-7.150617, 1.305119, -0.513897], [6.789718, 3.267450, -0.444081], [-0.650108, -2.881491, -1.438069], [3.096639, 2.037277, -0.612540], [-1.663950, -3.242585, 0.853420], [4.177567, 2.015145, -2.015118], [7.130236, -1.564412, 1.581424], [-1.693460, -1.026311, 1.026156], [-3.694727, 1.685240, 2.637387], [4.500748, 3.102630, -0.676525], [-4.007084, -2.408759, 0.398204], [4.690941, -1.815429, 1.524942], [0.826465, 0.818768, -1.035603], [-5.610576, 0.113579, -1.954431], [-4.227112, -3.736914, -0.736041], [2.324704, -1.836757, 1.465038], [-1.935597, -4.560725, -0.271217], [-5.547996, 0.212279, 1.702345], [8.200160, 0.324587, 0.426305]], "atomic_forces_ev_per_a": [[0.05, -0.06, 0.30], [0.30, 0.98, -0.35], [0.22, -1.05, -0.23], [-0.21, -0.30, 0.13], [1.31, -0.44, -0.81], [-0.03, -0.13, 0.11], [-0.96, 0.43, 0.87], [0.18, 0.02, 0.03], [-0.24, 0.05, 0.04], [-0.08, -0.03, 0.01], [0.04, 0.13, 0.41], [0.06, -0.15, -0.15], [-0.01, 0.01, 0.03], [-0.12, 0.22, -0.36], [-0.04, -0.01, 0.01], [-0.36, 0.67, 0.40], [-0.19, 0.17, -0.06], [0.01, -0.15, 0.04], [-0.92, -0.25, 0.09], [0.25, -0.03, 0.13], [0.62, 0.08, 0.79], [-0.10, 0.00, -0.23], [0.76, 0.24, -0.81], [-0.04, 0.04, 0.22], [0.00, -0.04, 0.03], [-0.78, -0.09, -0.29], [0.15, -0.19, 0.05], [0.08, -0.02, 0.03], [0.11, -0.32, -0.06], [-0.04, -0.07, 0.02], [0.10, -0.02, -0.09], [-0.11, -0.07, 0.01], [-0.02, 0.10, 0.03], [0.00, 0.04, 0.07], [0.08, 0.04, -0.03], [-0.12, -0.01, 0.03], [0.16, 0.12, 0.05], [0.06, 0.12, 0.00], [0.06, 0.03, -0.02], [-0.11, -0.05, -0.15], [-0.12, -0.04, 0.11], [-0.06, 0.12, 0.05], [-0.12, -0.04, -0.05], [-0.05, 0.04, -0.04], [-0.10, -0.12, -0.07], [-0.07, -0.04, 0.01], [-0.10, -0.04, 0.06], [0.02, 0.08, -0.09], [-0.04, 0.01, -0.05], [0.01, 0.12, -0.03], [0.06, -0.04, -0.13], [-0.07, 0.06, -0.02], [0.09, -0.05, 0.07], [-0.04, 0.07, -0.13], [0.06, -0.07, 0.05], [0.21, 0.01, -0.07], [0.10, -0.14, 0.02], [-0.02, 0.11, -0.05], [-0.11, 0.12, 0.02], [-0.07, -0.10, 0.05], [0.01, -0.30, 0.03], [0.02, 0.06, 0.00], [-0.12, -0.01, -0.11], [0.06, 0.04, 0.04], [0.10, 0.02, 0.09], [0.08, 0.10, -0.03], [0.12, 0.03, -0.01]], "homo_energy_ev": -11.05, "total_charge": 1, "homo_lumo_gap_ev": 8.66}

=====

no.,E_tot (a.u.)
1,-2755.1330
2,-1302.1381